Density functional theory data (ωB97M-V/def2-TZVPD) for 2 unconnected molecules or ions with the total composition C4H8N4 in a non-equilibrium geometry.

Structure (XYZ):
```
16
Properties=species:S:1:pos:R:3:lowdin_charge:R:1
C -2.716 -0.005 0.141 0.016
C -1.798 -0.998 0.018 0.062
C -0.796 0.994 -0.060 0.037
C 0.681 -0.824 0.101 0.078
N -2.084 1.189 -0.015 0.183
N -0.535 -0.361 -0.036 0.033
N 1.394 -1.846 -0.067 0.323
N 2.159 1.693 -0.096 0.155
H -3.830 -0.155 0.307 0.194
H -2.061 -2.076 0.023 0.175
H -0.110 1.860 -0.184 0.164
H -2.442 2.116 -0.015 0.198
H 0.983 -2.737 -0.266 0.171
H 2.392 -1.821 0.010 0.173
H 3.051 1.970 -0.495 0.029
H 2.151 2.176 0.781 0.009
```

Calculated values
E_HOMO (alpha / beta) = -19.18 / -18.96 eV
lowest unoccupied orbital energy (alpha / beta) = -0.3927 / -0.3599 Ha
M = 112.1 u
charge = +2

=====

Density functional theory data (ωB97M-V/def2-TZVPD) for a molecular structure, C35H27Cl2CrIN4O5P2Se2.

Structure (XYZ):
```
79
Properties=species:S:1:pos:R:3:lowdin_charge:R:1
Cr -2.628 -1.046 0.404 0.788
Cl -6.528 -7.245 0.769 0.675
C -5.866 -5.651 0.608 -0.665
C -6.649 -4.645 0.021 -0.105
C -6.160 -3.376 -0.120 -0.554
Cl -7.141 -2.155 -0.864 0.721
C -4.854 -3.015 0.315 -0.354
O -4.440 -1.807 0.173 -0.185
C -4.085 -4.062 0.883 -0.111
C -2.752 -3.822 1.342 -0.109
O -2.117 -2.766 1.253 -0.060
C -4.601 -5.366 1.034 -0.050
H -7.648 -4.875 -0.324 0.111
H -2.236 -4.662 1.821 0.150
H -3.987 -6.135 1.483 0.121
Se 3.974 2.235 0.716 0.311
P 3.230 0.330 0.250 0.537
C 3.716 -0.149 -1.443 -0.331
C 4.565 -1.170 -1.849 -0.069
C 4.865 -1.343 -3.196 -0.082
C 4.320 -0.502 -4.150 -0.083
C 3.472 0.524 -3.753 -0.066
C 3.178 0.700 -2.414 -0.098
C 3.661 -0.880 1.556 -0.333
C 2.950 -0.707 2.743 -0.098
C 3.190 -1.507 3.845 -0.072
C 4.160 -2.498 3.785 -0.086
C 4.884 -2.670 2.620 -0.081
C 4.639 -1.866 1.513 -0.071
C 1.429 0.029 0.115 -0.385
C 0.177 0.628 0.318 -0.343
N -0.715 -0.372 0.105 -0.130
N -0.061 -1.490 -0.208 -0.066
N 1.212 -1.271 -0.213 0.027
P -0.257 2.424 0.277 0.579
Se -2.235 3.143 0.176 0.382
C 0.491 3.128 1.757 -0.387
C 0.415 2.370 2.917 -0.104
C 0.843 2.900 4.126 -0.067
C 1.334 4.194 4.179 -0.076
C 1.362 4.971 3.029 -0.073
C 0.926 4.448 1.825 -0.104
C 0.563 2.818 -1.296 -0.370
C 0.077 2.105 -2.394 -0.111
C 0.535 2.382 -3.669 -0.088
C 1.494 3.371 -3.863 -0.099
C 1.987 4.072 -2.775 -0.068
C 1.520 3.802 -1.493 -0.106
H 5.003 -1.852 -1.148 0.073
H 5.528 -2.145 -3.491 0.103
H 4.556 -0.641 -5.197 0.101
H 3.042 1.196 -4.485 0.092
H 2.534 1.519 -2.116 0.060
H 2.209 0.070 2.807 0.085
H 2.620 -1.354 4.752 0.105
H 4.354 -3.125 4.646 0.102
H 5.650 -3.432 2.562 0.104
H 5.236 -2.028 0.637 0.076
H 0.006 1.368 2.883 0.089
H 0.786 2.299 5.025 0.107
H 1.676 4.606 5.120 0.103
H 1.721 5.991 3.070 0.106
H 0.917 5.078 0.946 0.099
H -0.671 1.332 -2.249 0.093
H 0.152 1.819 -4.511 0.109
H 1.862 3.586 -4.858 0.106
H 2.746 4.830 -2.913 0.110
H 1.942 4.340 -0.659 0.071
O -2.994 -0.390 2.147 -0.273
O -2.310 0.669 2.431 -0.134
N -5.369 1.264 -1.259 0.238
C -4.315 0.476 -1.416 -0.609
O -3.396 0.492 -0.592 -0.229
C -4.257 -0.342 -2.688 -0.507
I -2.647 -1.711 -2.659 1.084
H -5.406 1.842 -0.433 0.135
H -6.134 1.272 -1.910 0.127
H -4.070 0.333 -3.523 0.066
H -5.183 -0.887 -2.850 0.042
```

Calculated values
<S²> = 6.067
E_HOMO (alpha / beta) = -7.50 / -7.50 eV
lowest unoccupied orbital energy (alpha / beta) = -0.0340 / -0.0430 Ha
multiplicity = 5
M = 1053.3 u
charge = 0

=====

Computed energy relative to the best compared isomer or geometry (same formula, charge and spin), in the same sequence as the records: 5.1810, 2.5863 eV.